[1]
{"formula": "C6H12O2", "method": "ωB97M-V/def2-TZVPD", "homo_energy_ev": -10.52, "de_lowest_kj_mol": 39.16, "spin_multiplicity": 1, "total_charge": 0, "smiles": "CC[C@@H](C)CC(=O)O", "symbols": ["C", "H", "H", "C", "H", "H", "C", "H", "H", "H", "H", "C", "H", "H", "H", "H", "C", "O", "O", "C"], "xyz": [[-1.80, -1.21, 1.39], [-0.55, 0.46, 1.94], [-1.93, -1.47, 2.44], [1.15, 0.19, 0.11], [-1.91, 0.96, 1.05], [3.91, -0.36, -1.33], [-1.18, 0.15, 1.11], [1.39, -0.63, 0.81], [-0.49, -0.76, -0.72], [-0.34, 1.01, -2.15], [1.56, 1.06, 0.62], [2.05, -0.31, -0.98], [-1.30, -2.02, 0.86], [-2.77, -1.27, 0.93], [-1.75, 1.46, -1.25], [-0.18, 2.24, -0.90], [-0.67, 1.31, -1.16], [1.85, -1.21, -1.75], [3.30, 0.23, -0.85], [-0.34, 0.18, -0.18]], "nbo_charge": [-0.614, 0.197, 0.214, -0.507, 0.205, 0.493, -0.399, 0.242, 0.216, 0.216, 0.234, 0.798, 0.208, 0.208, 0.210, 0.203, -0.607, -0.601, -0.695, -0.220]}

[2]
{"formula": "C6H12O2", "method": "ωB97M-V/def2-TZVPD", "homo_energy_ev": -8.29, "de_lowest_kj_mol": 376.73, "spin_multiplicity": 1, "total_charge": 0, "smiles": "C=C(C)/C=C/CO.O", "symbols": ["H", "H", "C", "H", "O", "H", "H", "H", "C", "H", "H", "C", "C", "H", "C", "H", "H", "O", "H", "C"], "xyz": [[-1.14, -1.14, -2.93], [2.74, 1.80, 0.67], [-0.45, -0.60, -2.37], [1.95, 0.90, -0.06], [-0.57, 0.77, -2.66], [0.02, -2.00, -0.65], [-2.02, 0.16, 2.71], [-1.40, 1.13, -2.37], [-0.20, -0.96, -0.93], [1.07, -2.19, 1.15], [-0.42, 0.85, 3.22], [0.46, -1.60, 1.92], [-0.26, -0.13, 0.12], [0.88, -1.68, 2.80], [-0.98, 0.57, 2.35], [0.62, -0.76, -2.88], [-0.47, 0.93, 0.02], [1.77, 1.74, 0.29], [-1.27, 1.36, 1.68], [-0.26, -0.51, 1.52]], "nbo_charge": [0.185, 0.460, -0.085, 0.464, -0.714, 0.205, 0.220, 0.464, -0.204, 0.179, 0.228, -0.406, -0.251, 0.183, -0.635, 0.180, 0.215, -0.917, 0.218, 0.011]}

[3]
{"formula": "C6H12O2", "method": "ωB97M-V/def2-TZVPD", "homo_energy_ev": -8.90, "de_lowest_kj_mol": 219.22, "spin_multiplicity": 1, "total_charge": 0, "smiles": "C/C=C/CCC=O.O", "symbols": ["H", "H", "H", "H", "C", "O", "H", "C", "C", "C", "C", "H", "H", "H", "C", "H", "H", "H", "O", "H"], "xyz": [[-3.03, -1.32, -0.07], [0.45, 2.61, 2.75], [-0.39, 1.40, 3.86], [1.93, -1.57, -1.66], [-0.06, -0.65, -2.03], [-2.22, -0.80, -0.28], [1.17, 0.09, 2.96], [0.61, 0.44, 0.85], [1.22, -0.80, 0.23], [-0.19, 1.73, 2.85], [1.26, -0.79, -1.29], [1.82, 0.10, -1.56], [0.75, -1.71, 0.64], [2.23, -0.92, 0.66], [0.64, 0.62, 2.16], [-1.08, 1.99, 2.27], [-2.49, -0.18, -0.94], [-0.67, -1.57, -2.21], [-0.38, 0.36, -2.60], [-0.01, 1.08, 0.24]], "nbo_charge": [0.475, 0.217, 0.211, 0.230, 0.461, -0.944, 0.192, -0.205, -0.425, -0.645, -0.520, 0.219, 0.213, 0.218, -0.165, 0.211, 0.477, 0.116, -0.542, 0.204]}

[4]
{"formula": "C6H12O2", "method": "ωB97M-V/def2-TZVPD", "homo_energy_ev": -9.42, "de_lowest_kj_mol": 320.32, "spin_multiplicity": 1, "total_charge": 0, "smiles": "C=CCCCC=O.O", "symbols": ["H", "C", "H", "C", "C", "C", "H", "H", "O", "C", "H", "H", "H", "H", "H", "H", "H", "C", "H", "O"], "xyz": [[-1.21, 0.30, 2.47], [-1.55, -0.42, 0.35], [-0.41, 1.79, -0.11], [0.51, -1.44, -0.73], [-0.53, 1.73, 0.98], [-1.06, 0.59, 1.48], [1.02, -2.41, -0.98], [-2.66, -0.52, 0.58], [2.31, 0.95, 0.85], [-0.68, -1.72, 0.26], [1.80, 0.64, 1.65], [1.85, 0.74, 0.06], [1.24, -0.96, 0.04], [-0.12, -0.81, -2.75], [-1.31, -2.47, -0.26], [-0.32, 2.73, 1.42], [-1.53, 0.19, -0.55], [0.18, -0.48, -1.79], [-0.23, -1.94, 1.24], [0.27, 0.70, -1.62]], "nbo_charge": [0.194, -0.450, 0.215, -0.544, -0.390, -0.219, 0.237, 0.219, -0.946, -0.385, 0.478, 0.477, 0.231, 0.122, 0.209, 0.207, 0.214, 0.447, 0.223, -0.542]}

[5]
{"formula": "C6H12O2", "method": "ωB97M-V/def2-TZVPD", "homo_energy_ev": -9.47, "de_lowest_kj_mol": 222.23, "spin_multiplicity": 1, "total_charge": 0, "smiles": "C/C(=C\\[C@@H](C)O)CO", "symbols": ["H", "H", "H", "C", "O", "C", "H", "H", "H", "H", "O", "C", "H", "H", "C", "C", "H", "H", "H", "C"], "xyz": [[1.59, 1.89, -0.31], [3.53, -2.10, 0.57], [2.50, 0.62, -1.11], [2.05, -0.88, 1.03], [3.06, -1.36, 0.17], [-2.86, -0.25, -0.19], [-0.68, -1.09, 1.07], [1.57, -1.69, 1.60], [-3.07, -0.25, 0.88], [2.47, -0.14, 1.72], [-1.48, 1.77, -0.01], [1.50, 0.93, -0.82], [-2.35, 2.18, -0.06], [0.91, 1.04, -1.72], [-0.32, -0.42, 0.32], [0.92, -0.08, 0.10], [-1.31, 0.41, -1.53], [-2.83, -1.28, -0.55], [-3.67, 0.26, -0.70], [-1.53, 0.43, -0.45]], "nbo_charge": [0.232, 0.475, 0.235, -0.074, -0.735, -0.640, 0.200, 0.165, 0.208, 0.156, -0.729, -0.671, 0.469, 0.221, -0.233, 0.053, 0.154, 0.221, 0.204, 0.089]}

[6]
{"formula": "C6H12O2", "method": "ωB97M-V/def2-TZVPD", "homo_energy_ev": -8.06, "de_lowest_kj_mol": 311.00, "spin_multiplicity": 1, "total_charge": 0, "symbols": ["H", "C", "C", "H", "O", "C", "H", "H", "H", "H", "H", "H", "H", "C", "H", "C", "H", "O", "C", "H"], "xyz": [[-1.26, 2.04, -0.83], [-0.51, 0.27, 0.11], [-0.74, 1.12, -1.12], [-2.55, -0.15, 0.67], [1.95, 1.43, 0.19], [0.21, -0.94, -0.04], [1.37, -0.13, 1.39], [0.58, 1.53, 1.73], [0.20, 1.41, -1.58], [1.70, -2.10, -1.07], [1.91, -0.33, -1.14], [-1.39, -0.30, 1.99], [-1.35, 0.60, -1.86], [-1.64, 0.27, 1.11], [0.54, -2.70, 0.64], [1.11, 0.94, 0.95], [0.67, -1.11, -2.11], [-0.13, -2.00, 0.73], [1.18, -1.14, -1.15], [-1.86, 1.30, 1.41]], "nbo_charge": [0.220, -0.159, -0.621, 0.218, -0.705, 0.529, 0.068, 0.163, 0.241, 0.211, 0.295, 0.224, 0.208, -0.623, 0.489, 0.150, 0.250, -0.648, -0.725, 0.215]}

| no. | HOMO-LUMO gap (Ha) |
| --- | --- |
| 1 | 0.415 |
| 2 | 0.331 |
| 3 | 0.353 |
| 4 | 0.367 |
| 5 | 0.381 |
| 6 | 0.313 |